1.
The following is a DFT calculation (ωB97M-V/def2-TZVPD) of a structure of composition C19H14F5N5O7PSeSr.

The geometry in XYZ format:
```
53
Properties=species:S:1:pos:R:3:mulliken_charge:R:1
Sr -0.3304 -0.8717 1.5319 1.33
O -2.3727 -2.4132 1.2513 -0.70
C -1.8112 -2.2576 0.0959 -0.62
O -0.5839 -2.5280 -0.1037 -0.69
C -2.5843 -1.4823 -0.9960 0.81
C -3.7916 -1.9364 -1.4868 -0.41
C -4.4358 -1.1626 -2.4787 0.00
C -3.9885 0.0725 -2.9473 -0.36
C -2.9065 0.5595 -2.3015 -0.43
C -2.1293 -0.1995 -1.3461 1.11
O -1.2746 0.4278 -0.6040 -0.72
N -2.3125 1.7928 -2.9183 0.84
O -1.0432 1.7833 -2.9872 -0.49
O -3.0795 2.5608 -3.4562 -0.61
N -5.6889 -1.7215 -3.0059 0.89
O -6.1827 -2.6620 -2.3538 -0.62
O -6.0887 -1.3467 -4.1207 -0.60
H -4.2107 -2.9779 -1.3415 0.42
H -4.6272 0.6497 -3.6116 0.48
F -2.3997 -0.5574 8.6347 -0.30
C -1.5727 -0.2937 7.6235 0.42
C -0.5446 0.6315 7.7523 0.19
F -0.1644 1.1396 8.9713 -0.29
C 0.2644 0.9083 6.6526 0.25
F 1.2974 1.7015 6.8373 -0.29
C 0.1727 0.2693 5.4099 -0.25
Se 1.1915 0.7217 3.9458 -0.49
C -0.8629 -0.6630 5.3322 0.54
F -0.9368 -1.4501 4.1821 -0.24
C -1.7221 -0.9017 6.4021 0.00
F -2.7488 -1.7978 6.2132 -0.32
C 3.6916 -0.5376 -3.0508 -1.07
N 2.2790 -0.0738 -3.1652 0.08
C 2.3625 1.4065 -3.3451 -1.09
N 3.1230 2.0838 -2.2724 0.09
C 4.4499 1.5557 -2.1531 -0.81
N 4.5274 0.0707 -2.0028 -0.04
C 3.9784 -0.2878 -0.6560 -0.72
P 2.2520 0.3270 -0.4732 0.42
C 1.5061 -0.4428 -2.0275 0.16
C 2.3364 2.1014 -1.0248 -0.55
H 4.1273 -0.3397 -4.0418 0.30
H 3.5674 -1.5669 -2.8008 0.53
H 1.3864 1.7800 -3.3929 0.48
H 2.8436 1.6788 -4.3023 0.25
H 5.0256 2.0425 -1.2658 0.37
H 5.1155 1.7877 -3.0498 0.24
H 4.7099 0.1449 0.1035 0.35
H 4.0618 -1.3672 -0.4864 0.35
H 0.4065 -0.1552 -2.0750 -0.31
H 1.5175 -1.5358 -1.7896 0.43
H 2.8355 2.7826 -0.2654 0.33
H 1.3648 2.5498 -1.2393 0.34
```

Kohn-Sham gap, Ha: 0.268
Energy above the lowest of the compared OMol25 structures with the same formula, charge and spin, eV: 0.094
HOMO, eV: -5.35
Charge: -1
E, eV: -130768.776

---

2.
The following is a DFT calculation (ωB97M-V/def2-TZVPD) of a structure of composition C19H14FeN2O2S5.

The geometry in XYZ format:
```
43
Properties=species:S:1:pos:R:3:mulliken_charge:R:1
Fe 0.0240 0.1059 0.1684 0.15
O 1.6232 -0.6496 1.1033 -0.47
C 2.4953 -1.4010 0.5832 0.33
C 3.4461 -2.0588 1.4354 -0.86
C 4.4164 -2.8945 0.9537 -0.29
C 4.5450 -3.1519 -0.4239 -0.71
C 3.6634 -2.5295 -1.2771 -0.60
C 2.6495 -1.6672 -0.8295 0.78
C 1.8176 -1.0599 -1.8300 -0.33
N 0.8493 -0.2565 -1.6112 0.45
C 0.0944 0.2699 -2.7468 -0.71
C -1.0178 1.1870 -2.2161 -0.93
N -1.5133 0.5231 -1.0325 0.23
C -2.6728 -0.0098 -1.0268 -0.21
C -3.0650 -1.0663 -0.1264 0.63
C -4.4208 -1.3730 0.0285 -0.49
C -4.8487 -2.4739 0.7397 -0.67
C -3.8754 -3.3270 1.2812 -0.37
C -2.5362 -3.0786 1.1159 -0.84
C -2.0536 -1.9274 0.4226 0.38
O -0.8007 -1.7460 0.2820 -0.57
H 3.3470 -1.8628 2.4959 0.39
H 5.1009 -3.3693 1.6508 0.33
H 5.3152 -3.8151 -0.7975 0.35
H 3.7422 -2.6993 -2.3486 0.25
H 2.0695 -1.3163 -2.8681 0.13
H 0.7510 0.8138 -3.4348 0.46
H -0.3642 -0.5649 -3.2920 0.37
H -0.5956 2.1488 -1.9217 0.21
H -1.7979 1.3237 -2.9783 0.41
H -3.3865 0.2589 -1.8171 0.16
H -5.1490 -0.7092 -0.4308 0.32
H -5.9041 -2.6792 0.8707 0.35
H -4.1855 -4.2017 1.8454 0.32
H -1.7861 -3.7367 1.5376 0.38
S -0.3957 6.0676 4.4566 -0.43
C -0.2930 4.7059 3.4731 0.13
S -1.1173 3.2348 3.7759 -0.14
C -0.5528 2.3039 2.4027 0.09
C 0.2947 2.9747 1.5747 0.12
S 1.0264 2.3256 0.1402 -0.54
S 0.6484 4.6213 2.0459 -0.14
S -1.0938 0.6705 2.2100 -0.42
```

Kohn-Sham gap, Ha: 0.184
HOMO, eV: -0.34
Charge: -2
E, eV: -115571.946

---

3.
The following is a DFT calculation (ωB97M-V/def2-TZVPD) of a structure of composition C19H14N2O4Sr.

The geometry in XYZ format:
```
40
Properties=species:S:1:pos:R:3:mulliken_charge:R:1
Sr -0.9045 1.7795 -0.2565 1.87
O -1.9288 -2.5135 1.6797 -0.44
C -2.0418 -1.2522 1.2747 0.11
O -2.2731 -0.9474 0.1250 -0.59
C -1.8711 -0.2621 2.3722 0.45
C -1.7562 -0.6226 3.7024 -0.27
C -1.5120 0.3816 4.6344 -0.45
C -1.3902 1.6877 4.2007 -0.41
C -1.5245 1.9549 2.8402 0.45
N -1.7672 0.9996 1.9521 -0.74
C -1.3230 3.3866 2.3050 0.50
O -1.4778 4.2992 3.0972 -0.68
O -0.9992 3.4287 1.0709 -0.98
H -2.0024 -3.0947 0.9118 0.37
H -1.8377 -1.6599 3.9910 0.52
H -1.4011 0.1397 5.6831 0.44
H -1.1998 2.5159 4.8681 0.51
N -1.1641 0.1187 -2.4506 -0.46
C 0.0790 0.2655 -3.1147 0.81
C 0.1165 0.8290 -4.3881 -0.74
C 1.3194 1.0202 -5.0462 -0.57
C 2.5036 0.6350 -4.4389 -0.71
C 2.4702 0.0691 -3.1738 -0.69
C 1.2725 -0.1194 -2.4869 0.57
C 1.3123 -0.7057 -1.1134 0.94
C 1.8852 -1.9724 -0.9552 -0.46
C 2.0643 -2.5100 0.3102 -0.68
C 1.6977 -1.7657 1.4215 -0.62
C 1.1110 -0.5142 1.2506 -0.33
C 0.8727 0.0488 -0.0098 -1.36
H -1.9398 0.0386 -3.0920 0.19
H -1.1715 -0.6565 -1.7935 0.23
H -0.8148 1.1144 -4.8673 0.32
H 1.3275 1.4597 -6.0352 0.38
H 3.4499 0.7833 -4.9432 0.38
H 3.3924 -0.2279 -2.6904 0.46
H 2.2002 -2.5329 -1.8308 0.43
H 2.5040 -3.4933 0.4275 0.39
H 1.8694 -2.1527 2.4212 0.40
H 0.8530 0.0475 2.1473 0.45
```

Kohn-Sham gap, Ha: 0.260
Energy above the lowest of the compared OMol25 structures with the same formula, charge and spin, eV: 0.507
HOMO, eV: -7.57
E, eV: -31938.379

---

4.
The following is a DFT calculation (ωB97M-V/def2-TZVPD) of an isolated molecule of C19H14N2O7.

The geometry in XYZ format:
```
42
Properties=species:S:1:pos:R:3:mulliken_charge:R:1
N 3.5447 0.2950 3.4903 -0.43
C 2.3937 -0.1572 2.9389 0.26
O 1.3782 0.5070 2.9360 -0.63
C 2.4993 -1.5394 2.3747 0.32
C 3.0595 -2.5413 3.1623 -0.64
C 3.1562 -3.8374 2.6922 -0.61
C 2.7063 -4.1389 1.4180 -0.75
C 2.1528 -3.1467 0.6295 -0.33
C 2.0309 -1.8427 1.0941 0.20
C 1.4009 -0.7971 0.2182 -1.24
C -0.0906 -0.6628 0.5630 0.67
C -0.7511 -2.0302 0.3824 0.14
O -0.9949 -2.5249 -0.6846 -0.59
O -0.9534 -2.6385 1.5446 -0.46
N -0.7958 0.2756 -0.2947 0.38
C -2.1859 0.2408 -0.2921 0.32
O -2.8451 -0.5145 0.3754 -0.63
C -2.6211 1.2920 -1.2403 0.07
C -3.8830 1.6901 -1.6335 -0.66
C -3.9702 2.7251 -2.5552 -0.53
C -2.8257 3.3385 -3.0629 0.47
C -3.0054 4.4402 -4.0437 0.47
O -4.0745 4.8356 -4.4332 -0.58
O -1.8489 4.9658 -4.4638 -0.44
C -1.5492 2.9304 -2.6618 -0.54
C -1.4724 1.9031 -1.7483 0.02
C -0.2812 1.2527 -1.1350 0.33
O 0.8776 1.5178 -1.3184 -0.66
H 4.4010 -0.2267 3.4397 0.21
H 3.5589 1.2193 3.8893 0.25
H 3.3977 -2.3061 4.1614 0.51
H 3.5827 -4.6081 3.3163 0.41
H 2.7851 -5.1470 1.0394 0.40
H 1.8018 -3.3846 -0.3643 0.45
H 1.4963 -1.0807 -0.8315 0.60
H 1.8778 0.1707 0.3670 0.71
H -0.1918 -0.3487 1.6093 0.23
H -1.3848 -3.4978 1.4118 0.40
H -4.7637 1.2108 -1.2363 0.52
H -4.9302 3.0791 -2.9004 0.47
H -2.0195 5.6782 -5.0998 0.36
H -0.6632 3.4033 -3.0540 0.55
```

Kohn-Sham gap, Ha: 0.323
Energy above the lowest of the compared OMol25 structures with the same formula, charge and spin, eV: 0.152
HOMO, eV: -9.51
Structure (SMILES): NC(=O)c1ccccc1C[C@H](C(=O)O)N1C(=O)c2ccc(C(=O)O)cc2C1=O
E, eV: -37245.859

---

5.
The following is a DFT calculation (ωB97M-V/def2-TZVPD) of a structure of composition C19H15BF4NO4STm.

The geometry in XYZ format:
```
46
Properties=species:S:1:pos:R:3:mulliken_charge:R:1
Tm -0.6622 1.7645 1.1770 1.04
O 1.2165 0.5361 0.0207 -0.45
C 0.8711 -0.0149 -1.3294 2.59
C -0.4916 0.6319 -1.7406 0.09
O -0.9046 0.6403 -2.8949 -0.68
O -1.1279 1.1942 -0.7192 -0.33
C 0.6307 -1.4876 -1.2195 -0.04
C -0.6054 -1.8937 -0.7178 -0.33
C -0.9384 -3.2781 -0.5918 -0.79
C -0.0486 -4.2286 -0.9317 -0.56
C 1.1626 -3.7828 -1.5186 -0.66
C 1.5434 -2.4738 -1.5818 -0.20
C 1.9031 0.4164 -2.3204 -0.52
C 1.7734 -0.2029 -3.5948 -0.35
C 2.4051 0.3225 -4.7028 -0.80
C 3.2424 1.4140 -4.5852 -0.53
C 3.3632 2.0257 -3.3307 -0.68
C 2.7249 1.4915 -2.1988 -0.36
H 1.8205 -0.0972 0.4633 0.37
H -1.3245 -1.1656 -0.3834 0.52
H -1.9696 -3.4512 -0.2390 0.36
H -0.2803 -5.2427 -0.7793 0.49
H 1.8621 -4.5270 -1.9621 0.29
H 2.5128 -2.1735 -1.9543 0.57
H 1.1736 -1.1185 -3.7847 0.32
H 2.2493 -0.1266 -5.6847 0.34
H 3.6598 1.8874 -5.4694 0.36
H 3.9598 2.9178 -3.2235 0.40
H 2.8093 2.0539 -1.2575 0.35
O -0.5962 0.2510 2.5617 -0.48
N -1.6409 0.0610 3.3984 0.29
C -1.4686 -0.6751 4.5384 -0.48
C -2.5457 -1.1509 5.2806 -0.44
C -3.8808 -0.7586 5.0018 -0.50
C -3.9690 0.2097 4.0288 -0.63
C -2.9202 0.5265 3.1161 0.63
S -3.1648 1.7166 1.9285 -0.49
H -0.4425 -0.9284 4.8072 0.36
H -2.2840 -1.6828 6.1625 0.33
H -4.7446 -1.2373 5.5113 0.33
H -4.9409 0.7221 3.8586 0.26
F -0.3981 3.6402 2.5867 -0.37
B 0.0397 4.3177 1.3604 0.49
F 1.0633 3.3501 0.9944 -0.37
F -0.9940 3.9677 0.4297 -0.40
F 0.3567 5.6387 1.4897 -0.33
```

Kohn-Sham gap (spin up / spin down), Ha: 0.140 / 0.244
<S²>: 3.772
HOMO (spin up / spin down), eV: -1.36 / -4.20
Spin multiplicity: 4
Charge: -1
E, eV: -81547.872

---

Among the records above, which one has the highest E?
C19H14N2O4Sr

---

Among the records above, which one has the highest E?
C19H14N2O4Sr

---

Which value of E does entry 5 give?
-81547.872 eV